(1)
Computed, not measured: the ion C17H24N3S with charge +1, with wB97M-V/def2-TZVPD.

Geometry as XYZ:
```
45
Properties=species:S:1:pos:R:3:mulliken_charge:R:1
C -5.244 0.090 -0.106 -1.47
C -4.019 0.551 -0.900 0.12
C -3.776 2.049 -0.705 -1.46
C -2.804 -0.246 -0.508 0.96
C -2.158 -1.055 -1.437 -0.80
C -1.045 -1.795 -1.086 -0.67
C -0.553 -1.748 0.212 0.72
C 0.703 -2.494 0.572 -1.40
N 1.856 -1.682 0.109 0.29
C 3.208 -2.177 0.441 -0.63
C 4.204 -1.020 0.447 -0.55
C 4.423 -0.358 -0.905 -0.70
S 2.956 0.373 -1.761 -0.21
C 2.279 1.470 -0.537 0.34
N 2.190 2.735 -0.875 -0.55
C 1.641 3.564 -0.005 -0.11
C 1.180 3.124 1.232 -0.69
C 1.302 1.769 1.489 -0.25
N 1.841 0.937 0.603 -0.23
C -1.189 -0.940 1.145 -0.91
C -2.302 -0.204 0.790 -0.20
H -5.116 0.285 0.956 0.31
H -5.407 -0.976 -0.244 0.37
H -6.128 0.621 -0.447 0.45
H -4.215 0.374 -1.963 0.41
H -3.620 2.287 0.344 0.29
H -2.901 2.371 -1.268 0.35
H -4.636 2.612 -1.057 0.45
H -2.533 -1.109 -2.447 0.36
H -0.567 -2.424 -1.824 0.44
H 0.736 -3.474 0.092 0.48
H 0.781 -2.625 1.653 0.41
H 1.790 -1.552 -0.910 0.45
H 1.769 -0.671 0.489 0.16
H 3.177 -2.626 1.436 0.37
H 3.507 -2.945 -0.274 0.41
H 3.887 -0.276 1.180 0.28
H 5.172 -1.404 0.774 0.40
H 5.153 0.445 -0.813 0.41
H 4.789 -1.075 -1.639 0.43
H 1.579 4.598 -0.314 0.45
H 0.744 3.798 1.949 0.42
H 0.961 1.321 2.412 0.47
H -0.824 -0.904 2.162 0.49
H -2.789 0.407 1.534 0.36
```

For the lowest unoccupied orbital energy, the calculation gives -2.96 eV. As for the SMILES: CC(C)c1ccc(C[NH2+]CCCSc2ncccn2)cc1. Its total charge is +1. As for the HOMO energy: -0.4436 Eh.

(2)
Computed, not measured: an isolated molecule of C17H24N6O4 in a non-equilibrium geometry, with wB97M-V/def2-TZVPD.

Geometry as XYZ:
```
51
Properties=species:S:1:pos:R:3:mulliken_charge:R:1
C -1.969 -5.416 -0.994 -0.80
O -0.750 -5.047 -1.592 -0.45
C -0.020 -4.052 -1.013 0.53
C 1.189 -3.735 -1.627 -1.04
C 2.014 -2.761 -1.102 -0.52
C 1.658 -2.061 0.047 0.59
O 2.449 -1.146 0.675 -0.34
C 3.692 -0.828 0.103 -1.06
C 0.417 -2.344 0.637 -0.36
N -0.014 -1.673 1.787 -0.04
C 0.023 -0.346 1.971 1.24
N 0.347 0.410 0.934 -0.16
C 0.442 1.723 1.116 -0.04
N 0.822 2.475 0.073 -0.02
C 0.966 1.955 -1.261 -0.53
C -0.340 1.951 -2.065 -0.73
C -0.953 3.347 -2.264 0.70
C -1.663 3.428 -3.615 -1.65
C -1.941 3.688 -1.149 -1.52
N 0.215 2.377 2.260 -0.80
C -0.164 1.668 3.314 0.45
N -0.415 2.351 4.434 -0.36
C -0.308 0.240 3.243 -0.77
N -0.734 -0.507 4.321 1.14
O -0.926 -1.724 4.188 -0.80
O -0.934 0.039 5.412 -0.81
C -0.397 -3.345 0.121 -0.11
H -2.683 -4.586 -0.991 0.32
H -2.364 -6.226 -1.606 0.23
H -1.823 -5.775 0.029 0.33
H 1.475 -4.276 -2.514 0.43
H 2.953 -2.562 -1.592 0.43
H 4.356 -1.698 0.071 0.37
H 4.126 -0.068 0.751 0.27
H 3.581 -0.419 -0.907 0.39
H -0.417 -2.209 2.559 0.36
H 0.809 3.471 0.219 0.39
H 1.721 2.552 -1.779 0.55
H 1.316 0.926 -1.161 -0.10
H -1.056 1.302 -1.561 0.31
H -0.117 1.509 -3.037 0.46
H -0.146 4.088 -2.260 0.24
H -0.963 3.265 -4.431 0.41
H -2.119 4.407 -3.748 0.41
H -2.446 2.675 -3.676 0.36
H -2.798 3.019 -1.194 0.34
H -2.301 4.709 -1.259 0.42
H -1.487 3.588 -0.167 0.34
H -0.298 3.348 4.413 0.22
H -0.693 1.838 5.262 0.26
H -1.329 -3.543 0.626 0.50
```

For the lowest unoccupied orbital energy, the calculation gives 0.09 eV. As for the SMILES: COc1ccc(OC)c(Nc2nc(NCCC(C)C)nc(N)c2[N+](=O)[O-])c1. Its total charge is 0. As for the HOMO energy: -0.2892 Eh.

(3)
Computed, not measured: an isolated molecule of C17H25F3N4O3, with wB97M-V/def2-TZVPD.

Geometry as XYZ:
```
52
Properties=species:S:1:pos:R:3:mulliken_charge:R:1
C -1.241 3.670 0.043 -0.83
C -2.283 2.563 -0.042 -0.43
C -1.878 1.449 -0.999 -0.85
N -0.741 0.674 -0.512 0.19
C 0.491 0.816 -1.060 -0.67
O 0.770 1.692 -1.860 -0.67
C 1.598 -0.147 -0.572 0.78
C 1.313 -1.602 -0.780 -0.19
N 0.089 -2.110 -0.757 -0.33
N 0.264 -3.425 -0.922 -0.22
C 1.569 -3.767 -1.030 -0.77
C 2.293 -2.604 -0.941 0.42
C 3.775 -2.409 -1.005 -1.15
N 2.076 0.095 0.803 0.55
C 1.233 -0.446 1.861 -0.48
C 1.991 -0.458 3.174 -1.32
C 2.396 0.963 3.547 0.36
C 3.182 0.999 4.842 0.71
F 4.330 0.292 4.759 -0.28
F 3.515 2.258 5.187 -0.28
F 2.471 0.479 5.863 -0.28
C 3.183 1.588 2.400 -1.46
C 2.394 1.485 1.089 1.40
C 3.235 2.202 0.043 -0.15
O 3.144 3.383 -0.152 -0.59
O 4.141 1.412 -0.548 -0.22
C 4.954 2.068 -1.533 -0.85
H -1.540 4.445 0.750 0.39
H -0.269 3.285 0.355 0.07
H -1.092 4.136 -0.932 0.29
H -2.469 2.135 0.947 0.26
H -3.235 2.979 -0.387 0.34
H -2.709 0.762 -1.165 0.38
H -1.597 1.877 -1.962 0.43
H -0.938 -0.235 -0.124 0.36
H 2.435 0.095 -1.223 0.37
H -0.537 -4.029 -0.965 0.17
H 1.876 -4.791 -1.166 0.50
H 4.295 -3.363 -0.931 0.41
H 4.073 -1.940 -1.944 0.23
H 4.116 -1.765 -0.192 0.21
H 0.299 0.127 1.971 0.26
H 0.961 -1.464 1.594 0.55
H 1.362 -0.894 3.951 0.38
H 2.886 -1.076 3.069 0.38
H 1.497 1.560 3.734 0.27
H 3.391 2.640 2.602 0.45
H 4.133 1.063 2.278 0.38
H 1.485 2.098 1.178 -0.33
H 5.616 1.300 -1.920 0.23
H 4.320 2.473 -2.320 0.34
H 5.522 2.875 -1.075 0.31
```

For the lowest unoccupied orbital energy, the calculation gives 0.63 eV. As for the SMILES: CCCNC(=O)[C@H](c1n[nH]cc1C)N1CC[C@@H](C(F)(F)F)C[C@H]1C(=O)OC. Its total charge is 0. As for the HOMO energy: -0.3239 Eh.

(4)
Computed, not measured: a cluster of 3 separate species, C17H25FN2O13 in total in a non-equilibrium geometry, with wB97M-V/def2-TZVPD.

Geometry as XYZ:
```
58
Properties=species:S:1:pos:R:3:mulliken_charge:R:1
C 2.081 -1.972 -1.210 -0.45
O 2.989 -1.093 -1.925 -0.43
C 3.221 0.134 -1.141 0.17
C 3.951 1.206 -2.088 -0.90
C 3.563 2.757 -1.741 -0.45
C 2.406 3.190 -2.778 -0.44
C 1.190 4.022 -2.135 -0.78
C 0.243 3.123 -1.160 0.63
O 0.811 2.608 -0.161 -0.49
O -1.152 3.030 -1.481 -0.43
C -1.571 1.670 -1.726 0.18
C -1.685 0.760 -0.384 -0.14
O -1.972 1.584 0.810 -0.27
N -1.075 1.103 1.741 0.34
O -0.838 1.950 2.545 -0.41
C -0.724 0.884 -2.840 0.23
O 0.434 0.411 -2.706 -0.35
N -1.392 0.640 -4.168 -0.41
C -0.847 -0.640 -4.738 0.57
O -1.034 -1.753 -4.173 -0.42
F -0.093 -0.545 -5.962 -0.22
H 2.721 -2.834 -0.781 0.32
H 1.238 -2.378 -1.892 0.19
H 1.560 -1.481 -0.303 0.12
H 3.871 -0.210 -0.240 0.39
H 2.220 0.533 -0.744 -0.14
H 5.087 1.132 -1.903 0.38
H 3.801 0.993 -3.211 0.29
H 4.524 3.358 -1.988 0.36
H 3.314 2.922 -0.638 0.29
H 2.905 3.893 -3.557 0.32
H 2.062 2.264 -3.356 0.16
H 1.601 4.895 -1.488 0.37
H 0.514 4.498 -2.951 0.30
H -2.656 1.739 -2.137 0.39
H -0.665 0.262 -0.218 0.03
H -2.479 -0.062 -0.538 0.39
H -2.363 0.364 -3.889 0.38
O 2.508 -4.588 1.051 -0.54
C 1.399 -4.294 1.403 0.56
O 0.801 -4.766 2.530 -0.36
C -0.396 -4.020 2.713 -0.29
C -0.707 -3.538 1.329 -0.11
O 0.576 -3.447 0.723 -0.23
H -1.187 -4.649 3.123 0.38
H -0.199 -3.200 3.407 0.22
H -1.315 -4.251 0.764 0.19
H -1.207 -2.568 1.330 0.15
O -2.430 -2.430 3.642 -0.44
C -2.955 -1.505 4.200 0.44
O -2.697 -0.198 3.928 -0.13
C -3.667 0.573 4.622 -0.36
C -4.087 -0.337 5.736 -0.37
O -3.884 -1.631 5.186 -0.33
H -3.234 1.506 4.986 0.31
H -4.489 0.806 3.939 0.29
H -3.459 -0.228 6.625 0.26
H -5.131 -0.194 6.020 0.30
```

For the lowest unoccupied orbital energy, the calculation gives -0.24 eV. As for the SMILES: COCCCCCC(=O)O[C@H](CON=O)C(=O)NC(=O)F.O=C1OCCO1.O=C1OCCO1. Its total charge is 0. As for the HOMO energy: -0.3242 Eh.

(5)
Computed, not measured: a structure of composition C17H25IN2P2V, with wB97M-V/def2-TZVPD.

Geometry as XYZ:
```
48
Properties=species:S:1:pos:R:3:mulliken_spin:R:1
V 0.231 -0.192 -0.319 1.07
C 3.715 -1.074 -1.619 0.00
P 2.186 -1.702 -0.827 -0.01
C 2.064 -3.357 -1.584 0.00
C 2.810 -2.053 0.875 0.00
C 1.669 -2.529 1.778 -0.01
P 0.254 -1.350 1.725 0.00
C -1.179 -2.399 2.136 0.00
C 0.458 -0.460 3.328 0.00
H 4.563 -1.753 -1.487 0.00
H 3.966 -0.101 -1.194 0.00
H 3.543 -0.938 -2.688 0.00
H 2.987 -3.922 -1.435 0.00
H 1.885 -3.256 -2.655 0.00
H 1.226 -3.908 -1.158 0.00
H 3.260 -1.132 1.259 0.00
H 3.612 -2.793 0.808 0.00
H 2.011 -2.715 2.800 0.00
H 1.281 -3.476 1.392 0.00
H -1.008 -2.971 3.050 0.00
H -1.386 -3.074 1.307 0.00
H -2.054 -1.761 2.271 0.00
H 0.369 -1.113 4.200 0.00
H -0.299 0.324 3.391 0.00
H 1.440 0.019 3.353 0.00
N -1.415 0.158 -0.612 -0.02
C -2.712 0.605 -0.771 0.02
C -3.765 -0.300 -0.962 -0.01
C -5.069 0.148 -1.101 0.00
C -5.360 1.506 -1.060 -0.01
C -4.323 2.412 -0.875 0.00
C -3.017 1.972 -0.730 -0.01
H -3.533 -1.357 -0.996 0.00
H -5.865 -0.573 -1.248 0.00
H -6.379 1.853 -1.172 0.00
H -4.532 3.475 -0.842 0.00
H -2.210 2.679 -0.581 0.00
I 0.630 4.277 -3.756 0.00
C 0.852 3.507 -1.852 -0.01
C 0.768 4.323 -0.728 -0.02
C 0.930 3.747 0.519 0.01
C 1.152 2.383 0.614 0.00
N 1.206 1.589 -0.473 0.00
C 1.090 2.156 -1.693 -0.01
H 0.600 5.386 -0.833 0.00
H 0.885 4.342 1.420 0.00
H 1.288 1.902 1.571 -0.02
H 1.173 1.494 -2.547 0.00
```

Its spin multiplicity is 2. For the lowest unoccupied orbital energy (alpha / beta), the calculation gives 0.27 / 0.17 eV. Its total charge is 0. As for the HOMO energy (alpha / beta): -0.2095 / -0.1874 Eh. The expectation value of S² is 0.80.